Record 1
Molecular formula: C5H21NO6
Method: DFT, ωB97M-V/def2-TZVPD

Its total charge is 0. The calculation puts the frontier orbital gap at 9.638 eV. The SMILES is C[C@@H](N)CCC=O.O.O.O.O.O. As for the total energy: -709.14836 Ha.

Structure (XYZ):
```
33
C5H21NO6 | OMol25 | ωB97M-V/def2-TZVPD
H -0.02465 0.32892 -1.90272
O 1.76840 0.19825 3.06105
O -1.59791 -2.40139 0.09840
H 0.71597 3.17453 0.52384
H -0.96384 1.12656 0.94879
H 2.41521 0.77041 0.50524
C 0.81536 2.13548 0.06051
H -2.76482 -0.06376 0.36472
N -0.37132 0.25390 -0.89491
O 2.04495 -3.71655 -1.43746
H 2.05110 -2.96904 -1.00300
H -1.25291 2.96939 -1.67338
O -3.50141 -0.40620 0.80161
H -3.62930 -1.41893 0.58215
H 1.99748 -0.10858 -3.81823
H 0.08790 0.73873 2.26674
H 1.03769 -2.25959 1.82550
H -1.41823 -2.62911 0.97960
O 1.52504 0.57004 -3.33476
C 1.67183 1.42493 1.06121
C -1.56353 2.47134 -0.75176
H -2.55417 1.93017 -1.05854
H 0.94218 -0.05674 -2.89605
H -0.83789 -2.62076 -0.40917
H -0.15711 -1.74549 2.70391
H 1.39231 2.21395 -0.87031
C 1.05905 0.76954 2.19947
H 2.53517 1.88773 1.70045
H 1.67186 -4.54099 -0.97664
H -1.07355 -0.33525 -0.71742
H -1.80949 3.32738 -0.06075
O 0.30194 -2.51398 2.18099
C -0.51328 1.49511 -0.05907
```



Record 2
Molecular formula: C21H24N4O2S
Method: DFT, ωB97M-V/def2-TZVPD

Its total charge is 0. The calculation puts the frontier orbital gap at 8.748 eV. The SMILES is O=C(NCc1ccccn1)C(=O)Nc1nc([C@]23C[C@H]4C[C@H](C[C@H](C4)C2)C3)cs1. As for the total energy: -1582.40834 Ha.

Structure (XYZ):
```
52
C21H24N4O2S | OMol25 | ωB97M-V/def2-TZVPD
H 4.11181 2.58573 -0.06611
H 3.56507 -2.26775 0.89638
H 1.80246 -3.80876 -0.00937
C 3.27692 1.88089 -0.06235
H 2.34985 2.45866 -0.08163
C 2.21168 -0.86013 -0.02555
C 3.52511 -1.64325 0.00106
C 1.00996 -1.76311 -0.02180
H -2.74445 -0.73569 -0.03710
H -1.64861 1.47220 -0.40381
H 1.22879 0.55864 -1.31593
H 5.48453 0.91561 1.23724
O -5.53247 -2.02780 -1.18469
C 3.32691 1.02122 1.19960
H 3.58370 -2.29661 -0.87224
C 0.98229 -3.12206 -0.01344
H 3.27056 1.66643 2.08415
S -0.63925 -3.72522 -0.01418
O -3.27778 -3.87144 -0.07391
C -5.25565 2.53695 0.08984
N -3.54180 0.88901 0.06770
C -4.81372 1.22759 0.24987
C 3.35245 0.97793 -1.29240
H -4.65439 4.53283 -0.40688
H -6.29563 2.77864 0.24449
N -5.05406 -1.11736 0.84075
C -4.81923 -1.94766 -0.21381
C -5.76895 0.11849 0.63518
H -4.35738 -1.08943 1.57134
H 2.21121 -0.63178 -2.17356
C 2.17171 0.00993 -1.29012
H 1.20274 0.60188 1.19422
C -2.66499 1.82156 -0.27668
C 4.65925 0.18721 -1.26643
H 2.16790 -0.55751 2.11265
C 4.70493 -0.67089 -0.00323
H -6.48063 -0.05065 -0.17899
H 4.72622 -0.44959 -2.15151
C 4.63360 0.23040 1.22830
H 4.68188 -0.37538 2.13616
N -0.22435 -1.17954 -0.02695
H 3.31460 1.59179 -2.19988
C -3.01212 3.14800 -0.45924
C -1.16246 -2.06332 -0.02515
H -2.26942 3.87709 -0.74020
C -4.33945 3.50867 -0.27224
C 2.14610 0.05338 1.20686
H -6.32463 0.39185 1.53654
H 5.51022 0.87226 -1.28150
C -3.47948 -2.67970 -0.08378
N -2.49215 -1.73872 -0.02402
H 5.64065 -1.24149 0.01636
```



Record 3
Molecular formula: C5H13N2
Method: DFT, ωB97M-V/def2-TZVPD

Its total charge is +2. The calculation puts the frontier orbital gap (alpha / beta) at 11.334 / 7.611 eV. The multiplicity is 2. Its expectation value of S² is 0.75. As for the total energy: -307.10039 Ha.

Structure (XYZ):
```
20
C5H13N2 | OMol25 | ωB97M-V/def2-TZVPD
H 0.78932 -1.30857 -2.53899
H 1.87289 -2.79457 -0.69996
H -1.43121 0.30089 -1.11693
H -1.14601 0.34528 -2.94107
C 0.91912 -2.80083 -0.13543
H -0.05872 1.22338 -1.87203
H 1.16176 -2.54811 0.90204
H -0.93473 -1.53796 -0.06307
H -1.69796 2.04263 1.75868
H 0.47019 -3.82080 -0.18883
C -0.06500 -1.76291 -0.67360
H 1.09253 1.78733 2.80201
H -0.54651 2.11923 -0.33120
H -0.32385 1.11785 3.43119
C 0.14875 -0.95041 -1.76502
N 0.09577 1.74418 2.78195
C -0.60410 2.02898 1.68236
C -0.66645 0.27897 -1.94051
H 0.95407 2.28325 0.39072
N -0.02986 2.25219 0.51768
```



Q: Number 3 is which compound?
A: C5H13N2



Q: Which formula does entry 3 have?
A: C5H13N2



Q: total energy of number 2 (C21H24N4O2S)?
A: -1582.40834 Ha